Molecular formula: C9H26BrCuN4O3
Method: DFT, ωB97M-V/def2-TZVPD

Output
Orbital gap (alpha / beta) in eV: 9.11 / 6.18
Expectation value of S²: 0.754
HOMO energy (alpha / beta) in eV: -11.53 / -11.46
Energy relative to the best compared isomer or geometry (same formula, charge and spin) in kcal/mol: 69.9
Largest force on an atom in eV/Å: 5.921
E_tot in eV: -136533.3751

Geometry as ORCA input:
```
! wB97M-V def2-TZVPD RIJCOSX def2/J DEFGRID3
* xyz 1 2
Cu 5.35414 7.16476 -13.18955
Br 4.26486 8.74464 -11.30132
C 8.43667 7.72364 -11.74013
O 7.50707 7.22037 -12.41887
N 8.32032 8.73758 -10.97288
N 9.67176 7.31371 -11.67558
H 7.53592 9.37371 -10.98526
H 8.87737 8.72509 -10.13048
H 10.36449 7.89613 -11.22721
H 9.85484 6.79449 -12.52233
C 7.01273 8.64608 -16.48015
C 7.23452 9.00140 -15.03814
C 8.03377 10.36055 -14.80763
O 7.96788 10.84828 -13.42179
C 9.00075 11.77664 -13.18129
N 6.00468 8.99915 -14.26617
H 6.17844 7.96494 -16.64788
H 7.89288 8.22844 -16.96903
H 6.72306 9.57712 -16.96734
H 7.77009 8.15882 -14.60074
H 7.68593 11.14464 -15.48016
H 9.07211 10.30974 -15.13533
H 9.92002 11.37162 -13.60440
H 9.02233 12.08252 -12.13531
H 8.72893 12.68869 -13.71269
H 5.41486 9.51131 -14.90640
H 6.28472 9.62810 -13.52718
C 1.45497 5.18338 -13.67428
C 2.78654 5.66903 -13.13434
C 3.73585 4.60644 -12.63578
O 4.80472 5.34290 -12.09451
C 5.89129 4.68925 -11.39001
N 3.50198 6.47247 -14.14440
H 1.57687 4.46320 -14.48334
H 0.93375 6.00100 -14.17222
H 0.82947 4.84661 -12.84758
H 2.50065 6.18776 -12.21930
H 4.16426 3.95663 -13.39888
H 3.34391 3.86478 -11.93977
H 6.66859 4.05636 -11.81821
H 5.55673 3.90082 -10.71582
H 6.44490 5.43054 -10.81371
H 3.34452 5.89433 -14.95745
H 2.92773 7.25773 -14.41592
*
```